32
Properties=species:S:1:pos:R:3:forces:R:3 method="wB97M-V/def2-TZVPD" charge=+3 orbital_gap_ev=4.3
Tl -0.15859 -0.01046 0.23852 0.3675 0.1492 1.4605
O 0.00027 -0.00038 -3.66762 0.1453 0.0106 3.1317
O 3.65962 -0.00465 -0.00254 -4.2107 0.1052 -0.5879
O 0.00948 3.68129 -0.01857 0.0318 -2.3202 0.3029
O -3.72020 -0.00020 -0.13597 3.7583 -0.0984 -0.5833
O 0.00431 -3.66584 -0.01284 -0.0102 3.6752 0.3530
N 0.89963 -0.09467 4.61356 -0.8435 0.0859 -1.5516
N -1.41696 0.17099 4.01360 1.4446 -0.2007 -1.0309
N 0.28648 -0.05860 2.42025 1.1628 -0.2698 -2.0545
C -2.07846 0.28770 5.29468 -0.8924 0.1327 0.8950
C -0.00160 2.55757 0.08349 -0.1044 2.1734 -0.4714
C 0.73126 -0.08967 6.03789 -0.0384 -0.0212 1.4772
C 0.02872 0.00194 -2.53221 -0.2240 -0.0094 -2.5850
C 2.52013 0.01767 -0.12799 3.9686 -0.1252 0.6687
C 2.27178 -0.24667 4.14882 0.2913 0.0108 -0.4686
C -2.58482 -0.02368 -0.23619 -3.7149 0.1267 0.5667
C -2.37642 0.23151 2.92211 0.0784 -0.0291 0.3318
C -0.01143 -2.52957 0.07111 -0.0266 -3.6542 -0.5300
C -0.10977 0.01051 3.70762 -1.3632 0.2820 2.1190
H 0.10046 -0.90817 6.38486 0.0873 0.0229 -0.0227
H 1.71271 -0.23578 6.48024 -0.1325 -0.0073 0.0801
H -2.63367 1.23203 5.31867 0.1517 -0.1097 0.0289
H 2.57718 0.60865 3.52990 0.1610 0.0641 0.3336
H -2.80513 -0.52681 5.39317 0.1704 0.0831 0.0280
H -2.15376 1.09323 2.27679 -0.2595 -0.0255 0.0249
H -2.36146 -0.71467 2.36334 -0.2267 0.1060 0.0364
H -3.35313 0.36802 3.41503 0.2786 -0.0606 -0.7739
H 2.39068 -1.15611 3.54278 0.1375 -0.1093 0.3347
H 2.92291 -0.31196 5.01900 0.0281 0.0074 -0.3549
H 1.29362 -0.18937 2.51575 -0.2445 0.0191 -1.1352
H 0.35901 0.86622 6.40642 0.0801 -0.0380 -0.0115
H -1.42379 0.26201 6.14245 -0.0519 0.0243 -0.0116

---

27
Properties=species:S:1:pos:R:3:forces:R:3 method="wB97M-V/def2-TZVPD" de_lowest_ev=2.4548 charge=+1 orbital_gap_ev=8.6
N -0.69666 -1.93948 0.24952 1.5130 1.8629 -1.2314
N -1.65213 -0.23401 -1.09400 -1.5376 1.3182 0.2348
N 1.59205 -2.11301 -0.24536 -0.9740 0.2297 -0.0580
N -2.16636 1.34982 0.49777 -1.6432 1.2283 0.1478
C 0.38830 -2.59915 -0.09328 0.4347 -1.0981 1.5038
C 1.32131 1.54109 0.08258 -1.4672 0.0611 0.5600
C 2.62743 1.84376 -0.11114 2.7408 2.4965 0.8287
C 3.63130 0.87422 -0.18039 -2.9661 -0.4150 0.3734
C -1.89398 0.12076 1.14048 1.9031 -2.0108 0.9922
C 0.91816 0.22158 0.15752 -1.9077 -2.7723 -1.5234
C -0.99569 -0.56220 0.07612 3.2364 3.3144 0.2346
C 3.25807 -0.44780 -0.16048 0.7291 0.7819 0.2856
C 1.91994 -0.75723 -0.09315 -1.4188 1.1763 0.3012
C -2.59284 0.94089 -0.83218 -0.1762 -0.5121 -0.6560
H 2.40271 -2.67458 -0.44118 -0.2749 -0.7436 -0.1538
H -1.38824 0.16339 2.11517 0.0333 0.5240 -0.3653
H 2.93739 2.93867 0.06347 -0.4727 -1.7833 -0.7348
H -2.69410 -0.61312 1.30827 -0.7702 0.2578 -0.2043
H 4.62282 1.02948 -0.00042 2.5114 1.1278 -0.1009
H -3.64642 0.58779 -0.86947 0.5064 -0.2774 0.2388
H -2.60732 1.78027 -1.55646 0.8644 -0.5788 0.2372
H -1.20099 -0.28393 -1.97613 0.4133 0.0199 -0.5741
H 0.66690 2.38346 0.26997 -0.4011 -0.3033 -0.0862
H 4.08936 -1.10947 0.02757 -0.2527 -0.8640 -0.4774
H -2.91411 1.91760 0.96137 1.0116 -0.7578 -0.4549
H 0.25543 -3.66769 0.01771 0.4111 -0.1590 -0.3975
H -1.36177 -2.36156 0.79216 -2.0461 -2.1232 1.0799